No. 1
# C6H8O4

A cluster of 2 separate species, C6H8O4 in total (ωB97M-V/def2-TZVPD, the OMol25 dataset).

Last column: Mulliken charge in e.
Atoms and positions in Å:
O1 2.605 -0.784 2.395  -0.531
C1 1.952 -0.259 1.523  0.363
H1 0.849 -0.174 1.590  0.208
O2 0.678 1.743 -0.759  -0.612
C2 -0.330 1.041 -1.492  -0.641
C3 -0.853 -0.058 -0.631  0.709
C4 -0.542 -1.383 -0.722  -0.472
O3 -1.079 -2.064 0.312  -0.300
C5 -1.783 -1.184 1.063  -0.281
C6 -1.687 0.066 0.536  -0.584
H2 -1.134 1.741 -1.761  0.342
H3 0.095 0.623 -2.417  0.322
H4 0.054 -1.951 -1.429  0.372
H5 -2.304 -1.592 1.923  0.391
H6 -2.111 0.977 0.949  0.387
H7 1.214 2.297 -1.355  0.318
O4 2.517 0.253 0.432  -0.498
H8 1.859 0.707 -0.156  0.507

Cartesian forces (eV/Å) of the 3 atoms listed first:
-0.5 0.3 -0.6
0.5 -0.4 0.8
0.3 0.1 -0.2

Calculated values
Frontier orbital gap = 0.36003 Ha
DFT total energy = -534.363094 hartree
Max |F| = 0.0191 hartree/bohr
E_LUMO = 0.34 eV
Energy above the lowest of the compared OMol25 structures with the same formula, charge and spin = 118.23 kJ/mol

---

No. 2
# H14O7

A structure of composition H14O7 (ωB97M-V/def2-TZVPD, the OMol25 dataset).

Last column: Mulliken charge in e.
Atoms and positions in Å:
H1 -1.156 -0.049 0.521  0.321
H2 0.349 0.029 0.720  0.224
H3 -1.693 -0.547 -3.616  0.332
H4 -1.119 0.859 -3.546  0.331
H5 1.054 -0.417 -1.920  0.298
H6 0.188 -0.905 -3.069  0.302
H7 2.644 -2.797 1.442  0.321
H8 3.368 -2.620 0.117  0.325
H9 -1.589 3.105 2.977  0.304
H10 -0.894 2.074 2.102  0.345
H11 -1.171 1.870 0.031  0.344
H12 -0.309 2.018 -1.212  0.230
H13 -0.914 -1.350 2.528  0.306
H14 0.602 -1.381 2.630  0.282
O1 -0.462 0.534 0.848  -0.598
O2 -1.234 0.114 -4.147  -0.670
O3 1.077 -0.591 -2.868  -0.595
O4 3.444 -2.422 1.057  -0.645
O5 -1.729 2.253 2.549  -0.629
O6 -0.260 1.801 -0.274  -0.537
O7 -0.198 -1.577 3.131  -0.591

Cartesian forces (eV/Å) of the 3 atoms listed first:
-0.1 -0.3 0.3
-0.1 0.2 0.1
-0.3 0.1 -0.2

Calculated values
Frontier orbital gap = 0.30828 Ha
DFT total energy = -534.894186 hartree
Max |F| = 0.2525 hartree/bohr
E_LUMO = -0.44 eV
Energy above the lowest of the compared OMol25 structures with the same formula, charge and spin = 602.96 kJ/mol

---

No. 3
# C39H61BN9O3SSeSiV

A structure of composition C39H61BN9O3SSeSiV (ωB97M-V/def2-TZVPD, the OMol25 dataset).

Last column: Mulliken spin population.
Atoms and positions in Å:
V1 0.615 -0.989 -0.910  2.881
C1 1.373 1.452 -4.183  0.012
C2 2.460 0.992 -3.206  -0.016
C3 3.854 1.341 -3.727  0.006
C4 2.239 1.571 -1.840  -0.002
C5 2.525 2.854 -1.355  0.004
C6 2.118 2.857 -0.033  0.026
C7 2.263 4.029 0.899  0.001
C8 0.953 4.484 1.535  0.000
C9 3.365 3.801 1.935  0.001
N1 1.595 1.636 0.240  0.021
N2 1.683 0.863 -0.871  0.035
B1 1.114 0.945 1.551  -0.082
N3 -0.370 0.455 1.460  0.025
N4 -0.540 -0.796 0.934  0.056
C10 -1.640 -1.309 1.464  0.024
C11 -2.228 -0.372 2.330  -0.014
C12 -1.395 0.725 2.307  0.032
C13 -1.592 2.060 2.959  -0.002
C14 -2.470 1.952 4.202  0.001
C15 -2.202 3.034 1.942  -0.001
C16 -2.122 -2.717 1.236  -0.031
C17 -1.144 -3.571 0.445  0.079
C18 -3.522 -2.745 0.620  -0.003
N5 1.991 -0.306 1.832  -0.030
N6 2.300 -1.188 0.833  -0.003
C19 3.100 -2.102 1.358  0.057
C20 3.301 -1.843 2.719  0.006
C21 2.570 -0.705 2.987  -0.004
C22 2.387 -0.113 4.360  -0.001
C23 2.992 1.275 4.573  0.001
C24 0.925 -0.149 4.808  -0.001
C25 3.710 -3.215 0.552  -0.046
C26 3.861 -2.852 -0.920  0.014
C27 2.940 -4.522 0.748  0.004
H1 1.635 1.171 -5.205  -0.001
H2 0.415 0.986 -3.947  0.001
H3 1.250 2.536 -4.148  0.001
H4 2.383 -0.096 -3.113  0.052
H5 3.923 2.401 -3.981  0.000
H6 4.623 1.121 -2.984  -0.001
H7 4.072 0.768 -4.629  0.000
H8 2.980 3.677 -1.880  0.000
H9 2.597 4.840 0.245  0.001
H10 0.585 3.758 2.257  0.000
H11 1.101 5.430 2.058  0.000
H12 0.179 4.637 0.782  0.000
H13 3.128 2.954 2.577  0.000
H14 4.321 3.595 1.450  0.000
H15 3.481 4.684 2.566  0.000
H16 1.210 1.725 2.443  -0.002
H17 -3.135 -0.488 2.898  0.000
H18 -0.612 2.441 3.259  0.001
H19 -3.488 1.663 3.932  0.000
H20 -2.083 1.215 4.909  0.000
H21 -2.528 2.917 4.705  0.000
H22 -3.193 2.696 1.635  0.000
H23 -2.307 4.035 2.364  0.000
H24 -1.586 3.106 1.047  0.001
H25 -2.199 -3.148 2.242  0.001
H26 -1.041 -3.228 -0.588  -0.043
H27 -0.151 -3.574 0.902  -0.019
H28 -1.499 -4.602 0.395  0.000
H29 -3.500 -2.358 -0.399  0.001
H30 -3.903 -3.768 0.584  0.000
H31 -4.224 -2.138 1.191  0.000
H32 3.891 -2.408 3.421  0.000
H33 2.943 -0.802 5.003  0.000
H34 2.349 2.055 4.165  0.000
H35 3.101 1.468 5.642  0.000
H36 3.975 1.361 4.110  0.000
H37 0.314 0.509 4.190  0.001
H38 0.512 -1.156 4.731  0.000
H39 0.837 0.186 5.844  0.000
H40 4.718 -3.353 0.959  -0.002
H41 2.895 -2.767 -1.422  0.007
H42 4.378 -1.898 -1.034  0.003
H43 4.434 -3.623 -1.439  0.001
H44 1.942 -4.438 0.312  0.004
H45 3.451 -5.355 0.262  0.001
H46 2.825 -4.757 1.807  0.001
O1 -7.082 5.808 0.548  0.000
S1 -5.830 5.583 -0.145  0.000
O2 -4.666 5.463 0.716  0.000
O3 -5.627 6.386 -1.340  0.000
C28 -5.999 3.908 -0.858  -0.001
N7 -7.219 3.433 -1.104  0.002
C29 -7.283 2.207 -1.599  -0.001
C30 -6.164 1.426 -1.847  0.003
C31 -4.939 2.025 -1.580  -0.001
N8 -4.867 3.261 -1.100  0.002
C32 -3.631 1.337 -1.741  0.003
C33 -3.505 -0.022 -2.015  -0.015
C34 -2.254 -0.610 -1.985  0.064
N9 -1.134 0.086 -1.752  -0.115
C35 -1.250 1.406 -1.571  0.089
C36 -2.462 2.064 -1.546  0.001
H47 -8.278 1.821 -1.803  0.000
H48 -6.261 0.422 -2.230  0.000
H49 -4.367 -0.648 -2.196  0.000
H50 -2.122 -1.670 -2.153  -0.027
H51 -0.330 1.945 -1.388  -0.034
H52 -2.521 3.124 -1.342  0.000
C37 2.762 -5.091 -3.191  0.006
Si1 1.042 -4.491 -3.659  -0.001
C38 0.939 -4.535 -5.538  0.000
C39 -0.185 -5.739 -2.963  0.001
Se1 0.440 -2.431 -3.000  -0.036
H53 2.907 -6.099 -3.589  0.000
H54 2.902 -5.130 -2.111  -0.001
H55 3.538 -4.447 -3.608  0.000
H56 1.137 -5.543 -5.911  0.000
H57 1.670 -3.855 -5.979  0.000
H58 -0.050 -4.226 -5.881  0.001
H59 0.028 -6.747 -3.329  0.000
H60 -1.207 -5.479 -3.242  0.000
H61 -0.133 -5.754 -1.872  0.000

Cartesian forces (eV/Å) of the 3 atoms listed first:
0.5 0.1 0.6
0.0 0.0 0.0
0.0 0.0 0.0

Calculated values
Frontier orbital gap (spin up / spin down) = 0.27161 / 0.26854 Ha
DFT total energy = -6299.552685 hartree
Max |F| = 0.0153 hartree/bohr
Expectation value of S² = 3.76
E_LUMO (spin up / spin down) = 1.83 / 1.73 eV
Charge = -1
Energy above the lowest of the compared OMol25 structures with the same formula, charge and spin = 20.50 kJ/mol
Multiplicity = 4

---

Q: Which of these has the highest max |F|?
A: H14O7

---

Q: What is the max |F| in the first record?
A: 0.0191 hartree/bohr